(1)
A molecular structure, C8H14AuBrN3O at a distorted geometry. Source: the OMol25 dataset; level of theory: the ωB97M-V functional and the def2-TZVPD basis.

```
28
Properties=species:S:1:pos:R:3:forces:R:3
Au -0.865492 0.143352 0.030016 0.19 -0.57 0.27
Br -1.495876 -1.387490 -2.546593 -0.09 0.02 0.26
O 2.612513 0.628484 -4.905402 0.02 -0.07 -0.16
N -2.376289 0.091978 1.480214 0.16 -0.12 -0.46
N 0.243978 0.496825 -1.617592 -0.21 0.60 0.68
N 0.403208 -1.085342 1.360250 -0.48 0.60 -0.74
C 1.862098 0.681412 -3.860958 -0.02 0.07 0.34
C 0.320497 -0.734878 2.781022 0.03 0.11 0.79
C 0.759857 -0.223203 -3.823363 0.21 0.02 -0.28
C 1.245617 1.432670 -1.671218 0.40 -0.20 0.11
C -2.017151 0.214873 2.911762 0.02 0.06 0.60
C 2.050947 1.562005 -2.754133 0.00 -0.02 -0.24
C -1.074371 -0.883887 3.365454 0.02 0.04 -0.41
C 0.003530 -0.266553 -2.704716 0.05 -0.45 -0.27
H 1.379329 2.071139 -0.807780 -0.04 -0.05 0.05
H 0.983938 -1.415838 3.339248 0.07 -0.12 -0.32
H -0.996037 -0.837514 4.451561 0.00 -0.04 0.01
H -2.897113 -0.776386 1.326020 -0.10 0.06 0.07
H 1.351437 -0.993241 0.989105 -0.02 0.02 -0.03
H 2.820376 2.323730 -2.760094 0.01 0.00 -0.04
H 3.378648 1.231659 -4.944206 -0.13 0.05 0.10
H -1.488673 -1.866248 3.112564 0.02 -0.05 0.17
H -2.934089 0.140111 3.507126 -0.10 0.00 -0.20
H -3.006876 0.858150 1.218113 -0.03 -0.02 0.00
H 0.726791 0.266920 2.929656 0.01 0.00 -0.10
H 0.063047 -2.032715 1.170696 0.08 -0.03 0.01
H -1.612791 1.209697 3.106976 0.03 0.02 -0.19
H 0.558947 -0.849708 -4.683731 -0.08 0.05 -0.03
```
Positions in Å, forces in eV/Å.

Computed properties:
Total charge: +3
Total energy, a.u.: -3261.26671
ΔE to the lowest compared entry with this formula, charge and spin, kJ/mol: 123.3

***

(2)
A gas-phase ion, C3H4N3O4 (charge -1) at a distorted geometry. Source: the OMol25 dataset; level of theory: the ωB97M-V functional and the def2-TZVPD basis.

```
14
Properties=species:S:1:pos:R:3:forces:R:3
O 0.910194 3.152431 0.223078 -1.07 -2.12 -0.34
O -0.769993 -1.775563 1.785928 -0.19 -0.47 0.23
O 0.563322 1.920205 1.925179 -0.99 -1.95 0.19
O 1.395130 -0.996765 -2.244817 -0.38 0.85 -0.49
N 0.806253 -1.639090 -1.333431 2.49 -1.76 -0.28
N 0.483896 1.997224 0.677072 2.94 6.28 2.04
N -0.432076 -0.623793 1.410508 0.21 1.31 0.89
C -0.514873 -1.320016 -0.989109 -0.28 3.06 1.80
C 0.081744 1.117018 -0.192372 -0.82 -3.99 -1.44
C -0.263727 -0.249553 0.130072 -1.23 0.84 -2.97
H -1.253496 -1.065845 -1.734558 0.11 0.90 -0.80
H -0.337129 0.161627 2.092942 0.32 -0.68 -0.19
H -0.905909 -2.171010 -0.555225 -0.77 -1.70 1.35
H 0.236665 1.493130 -1.195266 -0.34 -0.59 0.00
```
Positions in Å, forces in eV/Å.

Computed properties:
Total charge: -1
Total energy, a.u.: -581.68566
Expectation value of S²: 2.05
ΔE to the lowest compared entry with this formula, charge and spin, kJ/mol: 0.0
Spin multiplicity: 3

***

(3)
A molecular structure, C23H43BCl2F4HoN3O4Si at a distorted geometry. Source: the OMol25 dataset; level of theory: the ωB97M-V functional and the def2-TZVPD basis.

```
82
Properties=species:S:1:pos:R:3:forces:R:3
Ho -0.395049 1.047335 1.978859 0.38 -0.45 0.91
Cl -0.569015 0.672730 -0.420112 -0.01 1.27 -2.20
Cl -2.885476 0.905881 2.197026 0.04 0.04 0.01
Si -0.388877 2.613357 -1.861723 -0.26 0.05 2.12
F 0.795127 1.225644 5.988767 -0.16 -0.05 0.07
F 1.022651 0.810875 3.695640 -0.47 -0.15 0.88
F -0.372346 -0.528073 4.987210 0.18 0.40 0.07
F -0.982376 1.639246 4.549282 0.55 -0.11 -0.08
O 2.130446 0.377984 0.645969 0.29 -1.24 -0.64
O -0.153151 -1.208301 1.668572 -0.34 -0.36 0.91
O -0.735620 0.028141 -3.006571 1.85 2.68 1.38
O 0.233344 3.177410 2.381201 0.12 2.34 0.70
N 2.727209 -0.628071 -1.345462 0.32 0.38 0.89
N -0.216862 -3.044376 2.975925 0.32 -0.68 0.14
N 0.330975 4.529007 4.289846 0.18 -0.44 -0.88
C 1.246320 -3.225796 2.944554 -0.27 0.14 -0.10
C -1.589930 -0.997898 -2.667998 0.46 0.20 -1.46
C -1.220446 -2.081051 -1.706030 -0.46 -0.01 -0.30
C -2.082724 -3.840990 -0.302345 0.18 -0.23 -0.07
C -0.655652 4.901071 5.305819 -0.19 0.39 -0.16
C -0.309546 -2.646588 -5.923812 0.50 -0.23 -0.47
C 2.408813 -0.641071 -0.023118 -0.17 0.99 -0.24
C 1.638712 4.130249 4.782326 0.35 -0.59 0.43
C 2.795652 0.650385 -2.038466 -0.26 0.41 -0.19
C 1.162891 3.500742 -1.148178 0.31 -0.30 -0.36
C -0.797237 -2.066010 2.328489 -0.27 0.87 -0.21
C 0.291641 -3.744195 -0.832521 -0.01 0.13 0.04
C -1.356308 -1.232065 -4.120205 -1.10 -3.15 -0.69
C 0.066204 -2.593429 -1.587739 0.25 -0.21 0.15
C -2.190540 -0.386694 -5.079675 0.23 -0.39 0.07
C -0.122820 4.184117 3.069998 -0.03 -1.51 0.51
C -0.561577 2.821403 -3.668389 0.00 0.01 -0.38
C -0.625212 -2.337373 -4.508139 -0.59 0.60 0.65
C -2.297868 -2.718028 -1.087852 0.37 -0.08 -0.06
C -0.783568 -4.361356 -0.192817 -0.12 -0.20 0.49
C -1.720195 3.563814 -0.867751 -0.40 -0.18 -0.17
C 3.303777 -1.777830 -2.036663 -0.25 0.01 0.00
C -1.025640 -4.052207 3.656233 -0.22 0.19 -0.21
B 0.076751 0.780193 4.926496 0.29 -0.47 -0.50
H -1.904020 -1.974327 2.439829 0.69 -0.17 -0.16
H 1.750721 -2.298060 3.259469 -0.24 -0.34 -0.14
H -0.165185 5.471744 6.101289 -0.11 -0.06 -0.26
H 2.686990 -2.069031 -2.897820 0.12 0.12 0.17
H 0.303723 2.491228 -4.237116 0.07 -0.13 0.05
H -1.229589 -2.769705 -6.507363 0.16 -0.02 -0.32
H 3.364135 -2.625936 -1.350563 0.02 0.09 -0.08
H -2.068983 -3.710423 3.623294 0.29 -0.26 0.12
H 2.056561 3.421048 -1.786148 -0.26 0.01 0.19
H -2.436331 2.890635 -0.372643 0.10 0.21 -0.25
H -3.302122 -2.357888 -1.324607 0.25 -0.06 0.38
H 1.819708 0.925264 -2.480333 0.29 -0.37 0.13
H -2.289755 4.255296 -1.514135 0.18 -0.25 0.21
H -0.672925 3.900896 -3.803505 0.04 0.16 -0.03
H 1.594964 3.184901 5.338932 0.01 0.19 -0.19
H -2.592358 -0.660394 -2.481464 -0.86 0.20 0.48
H 0.928326 4.580887 -1.053018 -0.09 -0.54 -0.20
H -0.707238 -4.160102 4.696368 -0.04 0.06 -0.14
H -2.963642 0.208458 -4.549767 0.48 -0.38 -0.22
H -0.602329 -5.266005 0.399036 -0.14 0.28 -0.22
H 1.578793 -3.502575 1.927839 -0.19 0.12 0.42
H 3.081383 1.449798 -1.339659 0.02 -0.39 -0.19
H 2.359761 4.033181 3.968546 -0.27 -0.02 -0.01
H -1.438847 2.324313 -4.069846 -0.05 -0.11 0.09
H 0.873587 -2.155475 -2.176142 -0.53 0.04 0.35
H -0.408984 -3.148365 -3.779042 -0.13 0.91 -0.63
H -0.937373 4.823957 2.731593 -0.31 -0.16 -0.13
H 1.998812 4.905009 5.473182 -0.18 -0.11 -0.26
H -2.942584 -4.327399 0.164541 0.37 -0.03 -0.06
H 3.525366 0.574812 -2.854736 -0.15 0.06 0.26
H 0.357538 -1.943393 -6.454553 -0.35 0.10 0.18
H -1.421321 5.517853 4.825553 -0.01 -0.06 0.22
H -0.947183 -5.018370 3.142298 0.00 0.18 0.10
H -2.678370 -1.062128 -5.808902 0.10 0.38 0.28
H -1.248443 4.173459 -0.072093 -0.05 -0.36 -0.41
H 0.244463 -3.586547 -5.941700 -0.15 -0.18 -0.24
H 1.444328 3.153386 -0.140667 -0.18 -0.03 -0.36
H 4.306091 -1.529062 -2.413688 -0.19 -0.08 0.24
H -1.551108 0.300495 -5.643999 -0.11 -0.04 0.02
H 1.304108 -4.179788 -0.770948 -0.60 0.20 -0.02
H -1.131561 4.005372 5.740016 0.28 0.27 -0.24
H 2.392224 -1.659375 0.400949 0.01 0.25 0.04
H 1.476229 -4.035831 3.645068 0.07 0.24 -0.21
```
Positions in Å, forces in eV/Å.

Computed properties:
Total energy, a.u.: -3949.99435
Expectation value of S²: 6.00
ΔE to the lowest compared entry with this formula, charge and spin, kJ/mol: 282.8
Spin multiplicity: 5

***

(4)
A molecular structure, BrNa. Source: the OMol25 dataset; level of theory: the ωB97M-V functional and the def2-TZVPD basis.

```
2
Properties=species:S:1:pos:R:3:forces:R:3
Br 0.390245 -2.064370 -1.224240 -0.12 0.62 0.36
Na -0.390245 2.064370 1.224240 0.12 -0.62 -0.36
```
Positions in Å, forces in eV/Å.

Computed properties:
Total energy, a.u.: -2736.27874
ΔE to the lowest compared entry with this formula, charge and spin, kJ/mol: 226.1

***

(5)
A molecular structure, C11H24KNO4PS at a distorted geometry. Source: the OMol25 dataset; level of theory: the ωB97M-V functional and the def2-TZVPD basis.

```
43
Properties=species:S:1:pos:R:3:forces:R:3
K -0.487662 -2.727920 2.804004 2.11 0.94 3.02
S -1.613291 -3.080412 0.243797 1.62 0.20 0.78
P -2.865427 -0.740295 -2.023585 1.09 -0.55 -0.93
O -1.305327 -1.555072 0.829106 -1.16 -0.31 -1.49
O -0.535062 -3.399265 -0.573959 0.67 -0.36 -1.52
O -2.985473 -2.809139 -0.440592 -0.09 -0.12 0.41
O -1.670416 -3.921855 1.423238 -2.74 -0.55 -1.81
N -1.504668 -1.379405 -2.468941 -0.44 0.73 0.29
C -2.629778 -0.965544 0.899139 -0.72 -0.37 1.72
C -0.063338 1.244133 0.526225 0.35 0.16 -0.49
C 5.183151 -0.961937 0.085481 -0.16 0.29 0.04
C -2.791626 0.415779 1.500789 0.22 0.14 -0.83
C 4.259169 -0.145565 -0.806071 0.08 -0.34 0.23
C -3.374718 -1.384596 -0.335370 0.51 0.15 -0.79
C 2.224227 1.373621 -0.645889 0.81 0.17 0.15
C 1.275103 1.999130 0.372737 -0.35 -0.30 0.12
C -2.669964 1.635556 0.601984 0.64 0.31 0.17
C -1.261295 2.097713 0.141107 -0.38 -0.46 0.07
C 3.593936 1.006387 -0.057605 -0.23 -0.53 -0.66
H -0.853884 -0.620550 -2.659572 0.29 -0.33 -0.06
H 1.074215 3.033211 0.121574 -0.01 0.27 -0.02
H -4.433415 -1.356451 -0.136753 -0.44 -0.06 -0.09
H -3.944898 -1.147026 -2.828122 -0.33 0.12 0.37
H -1.100174 3.111254 0.473630 0.00 0.34 0.21
H -2.879580 0.660626 -2.027424 -0.52 0.00 0.25
H 1.819259 0.471475 -1.090377 -0.36 -0.18 -0.02
H -3.803327 0.416316 1.889271 -0.32 -0.07 0.11
H -3.308448 1.508015 -0.259796 -0.29 -0.08 -0.18
H 5.396663 -1.930132 -0.343853 0.23 -0.22 -0.14
H -3.113129 -1.600968 1.650980 -0.23 -0.02 0.24
H -0.140145 0.814549 1.518020 -0.12 0.08 0.38
H -0.008776 0.409573 -0.157883 -0.18 -0.49 -0.08
H 3.475650 0.699888 0.976681 0.01 0.13 0.34
H -1.269373 2.143635 -0.941907 0.06 0.19 -0.34
H -3.116651 2.453760 1.149161 -0.18 0.24 0.19
H 2.422722 2.053734 -1.463883 -0.21 0.20 -0.35
H -2.160002 0.473270 2.375035 0.32 0.10 0.26
H 4.259557 1.853755 -0.127726 0.16 0.42 0.47
H 3.511935 -0.826256 -1.204420 -0.30 -0.02 -0.12
H 6.105633 -0.429327 0.266434 0.38 0.04 0.10
H 4.710718 -1.119078 1.050808 -0.07 -0.15 0.22
H 1.755817 1.997059 1.344482 0.21 0.20 0.18
H 4.822091 0.228354 -1.649954 0.08 0.10 -0.38
```
Positions in Å, forces in eV/Å.

Computed properties:
Total charge: +1
Total energy, a.u.: -2128.40338
ΔE to the lowest compared entry with this formula, charge and spin, kJ/mol: 0.0

***

(6)
2 unconnected molecules or ions with the total composition Cl2H2OSi at a distorted geometry. Source: the OMol25 dataset; level of theory: the ωB97M-V functional and the def2-TZVPD basis.

```
6
Properties=species:S:1:pos:R:3:forces:R:3
Cl -1.160642 3.149066 -0.887864 0.57 -1.37 0.37
Cl -0.862406 -1.441397 2.658473 0.24 0.20 -0.51
Si -0.038193 -1.232427 0.790079 -1.96 1.70 2.48
O -0.168844 -0.003110 -0.035353 0.07 1.28 -1.03
H 0.486620 -2.437655 0.586790 1.62 -3.00 -0.99
H -0.674067 1.933749 -0.564925 -0.53 1.18 -0.32
```
Positions in Å, forces in eV/Å.

Computed properties:
Total energy, a.u.: -1286.35599
ΔE to the lowest compared entry with this formula, charge and spin, kJ/mol: 265.6
SMILES: O=[SiH]Cl.Cl